Computed, not measured: a structure of composition C3H6N4O, with ωB97M-V/def2-TZVPD.

calculated total energy	-11213.3833	eV

Last column: Löwdin charge in e.
Geometry (Å):
C  -0.82398  -0.40392  -0.92823  -0.61
C  0.25403  0.97037  0.38443  -0.38
C  0.97159  -0.23218  0.35218  -0.34
H  -2.80280  -0.45320  -1.43083  0.24
H  -1.66568  -2.26082  -1.56748  0.19
H  0.01506  2.02449  2.02073  0.10
H  0.47854  2.78508  0.58668  0.08
H  2.55694  -0.27431  1.72847  0.20
H  0.52773  -2.03690  -0.62301  0.15
N  -1.64584  -1.03423  -1.77371  0.03
N  -0.88796  0.78936  -0.40996  0.13
N  0.66631  2.00164  1.19959  0.06
N  0.28055  -1.07708  -0.45091  0.14
O  2.07549  -0.79829  0.91206  0.01

=====

Computed, not measured: the ion C3H11NOP with charge +1, with ωB97M-V/def2-TZVPD.

charge	+1
calculated total energy	-16106.1460	eV

Last column: Löwdin charge in e.
Geometry (Å):
C  1.03403  1.04049  1.32496  -0.06
C  0.87676  1.01936  -0.23626  -0.18
C  -0.59237  -0.97057  -0.67567  -0.40
N  0.73445  -0.35081  -0.75863  0.04
O  -1.39041  -0.12138  -1.82909  -0.07
P  -1.64769  -0.55289  0.83632  0.91
H  1.24045  2.00608  1.60703  0.05
H  0.26139  0.36715  1.92129  0.05
H  2.09684  0.53264  1.38709  0.12
H  1.63718  1.52141  -0.82429  0.14
H  0.01819  1.56570  -0.39897  0.09
H  -0.41404  -2.03916  -0.79216  0.13
H  1.36949  -0.93156  -0.38108  0.13
H  0.85006  -0.50628  -1.73012  0.17
H  -2.16517  0.22588  -1.45470  0.01
H  -1.16210  -1.56840  1.65819  -0.07
H  -2.74705  -1.23766  0.34610  -0.07

=====

Computed, not measured: a cluster of 7 separate species, C5H26N2O6 in total, with ωB97M-V/def2-TZVPD.

calculated total energy	-20871.1233	eV

Last column: Löwdin charge in e.
Geometry (Å):
N  0.34892  -0.36399  -3.98109  -0.02
C  1.19994  -0.48212  -2.79214  -0.31
C  1.05424  0.65801  -1.82394  -0.22
N  1.55794  0.37720  -0.46373  -0.02
C  1.30031  2.26002  1.20484  -0.07
C  0.75306  0.94658  0.60547  -0.47
C  0.49444  -0.01534  1.77572  -0.07
H  0.51438  -1.18015  -4.55094  0.06
H  -0.66103  -0.34123  -3.75947  0.07
H  1.20474  -1.48239  -2.34436  0.10
H  2.20887  -0.49631  -3.19925  0.10
H  -0.06106  1.00685  -1.82275  0.13
H  1.46486  1.58292  -2.22815  0.11
H  2.47426  0.75200  -0.26637  0.08
H  1.72676  2.91484  0.34041  0.11
H  0.52563  2.78127  1.75170  0.06
H  2.14041  2.04012  1.82903  0.06
H  -0.26825  1.17453  0.23704  0.10
H  -0.15226  -0.84617  1.46035  0.04
H  1.28862  -0.73953  2.15503  0.09
H  0.01332  0.48869  2.61266  0.07
H  4.12368  -1.07286  0.98289  0.04
H  4.72422  -0.35556  -0.14594  0.04
O  4.58489  -0.24312  0.80339  -0.06
H  -1.93488  -1.80077  0.72019  0.00
H  -1.17913  -2.84471  -0.09679  0.05
O  -1.44575  -2.66450  0.81185  -0.10
H  -1.38275  3.38565  0.09365  0.06
H  -2.31148  2.46139  -0.70306  0.05
O  -2.30213  3.28033  -0.19223  -0.03
H  0.03808  -3.89123  1.56990  0.00
H  1.34252  -3.38210  1.80807  0.02
O  0.94065  -4.25081  1.61049  -0.08
H  -3.40600  0.10584  0.28794  0.02
H  -3.95368  -1.30231  0.64525  0.08
O  -3.22797  -0.84312  0.19799  -0.05
H  -3.42198  2.37447  0.80506  -0.01
H  -3.57196  1.85262  2.23233  0.05
O  -4.01156  1.83803  1.37613  -0.07

=====

Computed, not measured: an isolated molecule of C5H13N, with ωB97M-V/def2-TZVPD.

calculated total energy	-6883.9776	eV

Last column: Löwdin charge in e.
Geometry (Å):
C  1.70369  -0.37617  -0.10680  -0.30
C  1.74042  0.65794  -1.20219  -0.13
C  0.33010  -1.08119  0.05220  -0.19
N  -0.65365  0.01065  0.39324  -0.27
C  -1.30717  0.20670  1.65544  -0.15
C  -1.62990  0.50201  -0.68523  -0.10
H  2.47431  -1.21951  -0.29942  0.12
H  2.10378  0.05320  0.84888  0.11
H  2.78956  0.91105  -1.43608  0.07
H  1.10821  1.46316  -0.90205  0.05
H  1.32139  0.08982  -2.14624  0.11
H  0.07219  -1.49451  -0.99149  0.12
H  0.09516  -1.98328  0.74911  0.13
H  -1.55707  1.27483  2.00440  0.11
H  -2.19517  -0.33594  1.59962  0.04
H  -0.77321  -0.18715  2.53742  0.08
H  -1.27462  1.03510  -1.60859  0.07
H  -2.36514  1.19898  -0.25067  0.07
H  -2.24666  -0.33604  -1.13807  0.08

=====

Computed, not measured: a structure of composition CH3N2O3S, with ωB97M-V/def2-TZVPD.

charge	-1
calculated total energy	-21043.2460	eV

Last column: Löwdin charge in e.
Geometry (Å):
C  -1.85357  -0.27985  -0.10024  -0.56
N  0.19862  -0.21648  -1.17570  -0.10
N  -0.55814  -0.37568  0.00972  -0.10
O  -4.80177  -0.99274  -0.58256  -0.45
O  -2.67942  -0.31240  0.80932  -0.18
O  -5.00800  1.13314  0.59474  -0.49
S  -4.18851  0.25130  -0.26981  0.72
H  -2.25953  -0.01835  -1.15321  0.07
H  -0.37362  -0.12711  -2.04608  0.05
H  0.74405  -1.07002  -1.12781  0.04

=====

Computed, not measured: a cluster of 2 separate species, C4H12S in total, with ωB97M-V/def2-TZVPD.

calculated total energy	-15177.2820	eV

Last column: Löwdin charge in e.
Geometry (Å):
C  -0.84286  1.12970  0.55403  -0.19
C  -0.51526  2.58735  0.21567  -0.16
H  -0.00333  0.63184  1.05771  0.04
H  -1.46872  1.08012  1.44251  0.06
H  -1.26475  0.62981  -0.31251  0.07
H  0.03044  3.13654  0.98276  0.06
H  -1.42361  3.15848  -0.01287  0.06
H  0.06205  2.55851  -0.70670  0.06
C  1.71942  -0.82145  -0.64552  -0.43
C  -0.44718  -2.52535  -0.01689  -0.46
S  1.13903  -1.99593  0.59721  0.74
H  1.89694  0.12831  -0.13514  0.02
H  2.61865  -1.11978  -1.18164  0.03
H  0.94628  -0.66346  -1.39251  0.03
H  -0.63537  -3.55751  0.27866  0.03
H  -0.54591  -2.44765  -1.09502  0.03
H  -1.26582  -1.90951  0.37027  0.02

=====

Number 1: HOMO energy -0.259 hartree, frontier orbital gap 7.5 eV. Number 2: HOMO energy -0.528 hartree, frontier orbital gap 11.0 eV. Number 3: HOMO energy -0.340 hartree, frontier orbital gap 9.3 eV. Number 4: HOMO energy -0.290 hartree, frontier orbital gap 9.0 eV. Number 5: HOMO energy -0.151 hartree, frontier orbital gap 7.9 eV. Number 6: HOMO energy -0.309 hartree, frontier orbital gap 9.4 eV.